[1]
{"formula": "C18H23CeCl3F3N5OS", "method": "wB97M-V/def2-TZVPD", "symbols": ["Ce", "N", "C", "C", "N", "C", "C", "N", "C", "C", "N", "H", "H", "H", "H", "H", "H", "H", "H", "H", "H", "H", "H", "H", "H", "H", "H", "H", "H", "F", "C", "F", "F", "C", "C", "C", "C", "N", "C", "S", "H", "H", "H", "Cl", "C", "C", "C", "Cl", "C", "O", "C", "Cl", "C", "H", "H"], "coordinates": [[0.07, 0.15, 0.13], [-2.64, -0.08, 0.04], [-3.21, -0.21, -1.32], [-2.44, -1.28, -2.09], [-0.97, -1.22, -1.92], [-0.33, -0.48, -3.03], [-0.83, 0.95, -3.16], [-0.60, 1.72, -1.91], [-0.44, -2.60, -1.86], [1.01, -2.71, -1.41], [1.15, -2.21, -0.03], [-2.80, -0.94, 0.56], [-3.17, 0.63, 0.54], [-3.15, 0.76, -1.79], [-4.26, -0.51, -1.30], [-2.71, -1.23, -3.15], [-2.79, -2.25, -1.74], [-0.49, -1.00, -3.98], [0.75, -0.44, -2.84], [-1.89, 0.96, -3.40], [-0.31, 1.41, -4.01], [-1.22, 2.53, -1.90], [0.35, 2.08, -1.94], [-0.55, -3.10, -2.83], [-1.04, -3.15, -1.13], [1.67, -2.13, -2.05], [1.30, -3.76, -1.50], [2.14, -2.19, 0.22], [0.72, -2.86, 0.62], [-3.39, 0.27, 5.80], [-2.64, -0.25, 4.82], [-1.71, -1.01, 5.40], [-3.45, -1.06, 4.10], [-2.07, 0.84, 3.95], [-2.36, 2.16, 4.25], [-1.88, 3.17, 3.42], [-1.16, 2.80, 2.32], [-0.86, 1.53, 2.00], [-1.27, 0.53, 2.82], [-0.79, -1.08, 2.44], [-2.95, 2.40, 5.12], [-2.09, 4.21, 3.64], [-0.78, 3.56, 1.64], [7.53, 0.19, 0.52], [5.87, 0.33, 0.08], [4.90, 0.44, 1.06], [3.58, 0.54, 0.67], [2.31, 0.63, 1.87], [3.16, 0.54, -0.66], [1.89, 0.65, -0.99], [4.18, 0.41, -1.61], [3.71, 0.37, -3.28], [5.51, 0.31, -1.27], [5.18, 0.46, 2.10], [6.27, 0.21, -2.03]], "homo_ev": [-10.9, -10.9], "relative_energy_kj_mol": 16.3, "max_force_ev_per_a": 1.445, "gap_ev": [8.423, 8.462], "lumo_energy_ev": [-2.45, -2.45], "spin_multiplicity": 2, "molar_mass_g_mol": 660.95, "charge": 1}

---

[2]
{"formula": "C18H23CoIN4O5S2", "method": "wB97M-V/def2-TZVPD", "symbols": ["Co", "C", "C", "N", "C", "C", "C", "O", "C", "C", "N", "C", "C", "C", "C", "C", "C", "I", "C", "O", "H", "H", "H", "H", "H", "H", "H", "H", "H", "H", "H", "H", "C", "S", "O", "O", "O", "H", "H", "H", "C", "N", "C", "S", "N", "C", "H", "H", "H", "H", "H", "H", "H", "H"], "coordinates": [[-0.46, -0.12, -0.46], [1.89, -0.09, -4.14], [2.16, 0.96, -3.12], [3.28, 1.64, -3.18], [3.55, 2.58, -2.25], [2.72, 2.89, -1.21], [3.08, 3.92, -0.19], [3.08, 3.39, 1.14], [1.51, 2.16, -1.12], [0.55, 2.46, -0.10], [-0.48, 1.72, 0.15], [-1.50, 2.15, 1.06], [-1.32, 3.13, 2.03], [-2.37, 3.49, 2.86], [-3.62, 2.89, 2.72], [-3.81, 1.92, 1.76], [-2.75, 1.57, 0.94], [-3.01, 0.12, -0.54], [1.22, 1.19, -2.08], [0.07, 0.53, -2.10], [2.66, -0.06, -4.91], [0.91, 0.04, -4.60], [1.89, -1.08, -3.67], [4.50, 3.10, -2.37], [2.36, 4.74, -0.18], [4.05, 4.36, -0.44], [3.84, 2.81, 1.22], [0.68, 3.39, 0.45], [-0.36, 3.60, 2.17], [-2.22, 4.25, 3.61], [-4.44, 3.18, 3.37], [-4.78, 1.44, 1.64], [1.54, -0.02, 2.89], [0.89, -0.97, 1.56], [1.39, -0.41, 0.27], [1.21, -2.35, 1.80], [-0.58, -0.70, 1.47], [2.41, -0.54, 3.28], [0.76, 0.05, 3.65], [1.80, 0.97, 2.52], [-1.03, -5.06, 1.10], [-0.78, -3.83, 0.35], [-1.16, -3.48, -0.86], [-0.52, -2.04, -1.65], [-1.98, -4.19, -1.64], [-2.69, -5.44, -1.38], [-0.34, -5.04, 1.94], [-0.81, -5.94, 0.50], [-2.04, -5.11, 1.49], [-0.11, -3.20, 0.79], [-2.13, -3.76, -2.54], [-2.03, -6.30, -1.39], [-3.41, -5.56, -2.19], [-3.24, -5.39, -0.45]], "homo_ev": [-10.9, -10.9], "relative_energy_kj_mol": 0.0, "max_force_ev_per_a": 0.755, "gap_ev": [6.734, 6.733], "lumo_energy_ev": [-4.16, -4.16], "molar_mass_g_mol": 625.38, "charge": 1}

---

[3]
{"formula": "BrH4NSi", "method": "wB97M-V/def2-TZVPD", "symbols": ["N", "Si", "Br", "H", "H", "H", "H"], "coordinates": [[-0.51, -0.51, 0.48], [0.75, -0.13, -0.63], [1.11, -2.03, -1.56], [-1.08, 0.33, 0.74], [-0.93, -1.37, 0.58], [1.88, 0.36, 0.07], [0.33, 1.05, -1.65]], "homo_ev": -9.9, "relative_energy_kj_mol": 0.0, "max_force_ev_per_a": 4.210, "gap_ev": 10.793, "lumo_energy_ev": 0.90, "smiles": "N[SiH2]Br", "molar_mass_g_mol": 126.03}

---

[4]
{"formula": "C20H55AgCrCs2N5O21S4", "method": "wB97M-V/def2-TZVPD", "symbols": ["Cr", "Ag", "Cs", "Cs", "S", "O", "O", "O", "O", "S", "O", "O", "O", "O", "S", "O", "O", "O", "O", "S", "O", "O", "O", "O", "C", "C", "C", "O", "C", "N", "H", "H", "H", "H", "H", "H", "H", "H", "H", "H", "H", "C", "C", "C", "O", "C", "N", "H", "H", "H", "H", "H", "H", "H", "H", "H", "H", "H", "C", "C", "C", "O", "C", "N", "H", "H", "H", "H", "H", "H", "H", "H", "H", "H", "H", "C", "C", "C", "O", "C", "N", "H", "H", "H", "H", "H", "H", "H", "H", "H", "H", "H", "C", "C", "C", "O", "C", "N", "H", "H", "H", "H", "H", "H", "H", "H", "H", "H", "H"], "coordinates": [[-3.62, -0.27, 0.49], [-2.09, 0.61, -4.40], [2.52, 0.07, -2.90], [-1.19, -3.37, -3.39], [-5.19, -2.48, 0.68], [-3.80, -2.32, 0.08], [-5.41, -1.06, 1.16], [-6.20, -2.89, -0.28], [-5.17, -3.39, 1.84], [-4.60, 1.47, -2.20], [-3.89, 0.92, -3.44], [-3.76, 2.54, -1.59], [-5.87, 1.98, -2.66], [-4.72, 0.33, -1.26], [0.66, -0.97, -6.00], [-0.20, 0.01, -5.24], [0.51, -0.72, -7.45], [2.07, -0.80, -5.59], [0.22, -2.38, -5.79], [-0.83, -0.46, -1.46], [-1.51, -0.65, -2.76], [-1.81, -0.29, -0.39], [0.02, -1.65, -1.29], [0.06, 0.73, -1.52], [1.08, -1.26, 2.27], [2.48, -1.09, 1.71], [3.55, -1.87, 2.45], [3.37, -1.73, 3.85], [3.82, -2.80, 4.63], [2.56, -1.46, 0.29], [0.98, -0.87, 3.29], [0.81, -2.33, 2.33], [0.35, -0.76, 1.63], [2.76, -0.04, 1.81], [4.56, -1.53, 2.17], [3.56, -2.92, 2.11], [4.31, -3.58, 4.05], [2.98, -3.22, 5.19], [4.50, -2.43, 5.41], [2.36, -2.45, 0.28], [1.82, -1.06, -0.29], [-1.99, 4.95, -3.40], [-0.89, 3.94, -3.51], [0.33, 4.28, -2.68], [0.76, 5.62, -2.80], [1.51, 5.84, -3.98], [-1.34, 2.57, -3.16], [-1.63, 5.92, -3.74], [-2.35, 4.97, -2.37], [-2.86, 4.62, -3.97], [-0.56, 3.82, -4.55], [1.16, 3.60, -2.91], [0.11, 4.14, -1.62], [1.06, 5.31, -4.83], [2.49, 5.35, -3.87], [1.64, 6.91, -4.10], [-0.76, 2.13, -2.45], [-2.25, 2.68, -2.70], [1.05, 3.41, 1.66], [2.28, 3.16, 0.77], [3.55, 3.03, 1.58], [3.86, 4.27, 2.18], [4.97, 4.20, 3.05], [2.14, 1.90, 0.02], [1.03, 2.78, 2.55], [0.14, 3.24, 1.08], [1.00, 4.46, 1.97], [2.38, 3.99, 0.06], [4.35, 2.72, 0.90], [3.45, 2.24, 2.34], [4.99, 3.27, 3.63], [4.92, 5.07, 3.71], [5.90, 4.31, 2.48], [1.25, 1.76, -0.44], [2.09, 1.15, 0.71], [-0.92, -5.59, -0.03], [0.59, -5.38, -0.02], [1.37, -6.62, -0.33], [1.19, -7.58, 0.70], [1.72, -8.82, 0.36], [0.99, -4.35, -1.01], [-1.21, -6.07, 0.91], [-1.18, -6.29, -0.82], [-1.48, -4.66, -0.13], [0.87, -5.00, 0.98], [2.43, -6.43, -0.55], [0.91, -7.05, -1.25], [1.73, -9.47, 1.24], [2.79, -8.76, 0.07], [1.17, -9.30, -0.45], [0.75, -3.39, -0.79], [1.98, -4.47, -1.15], [-2.72, 3.59, 2.32], [-2.86, 2.13, 1.88], [-2.70, 1.17, 3.04], [-2.56, -0.15, 2.50], [-2.51, -1.20, 3.45], [-4.12, 1.84, 1.14], [-1.78, 3.78, 2.82], [-3.62, 3.90, 2.86], [-2.73, 4.22, 1.42], [-2.08, 1.95, 1.13], [-3.57, 1.18, 3.71], [-1.78, 1.41, 3.59], [-2.54, -0.84, 4.48], [-1.61, -1.78, 3.28], [-3.39, -1.83, 3.33], [-4.92, 2.28, 1.59], [-4.01, 2.41, 0.28]], "homo_ev": [-1.3, -3.0], "max_force_ev_per_a": 3.937, "gap_ev": [4.062, 4.822], "lumo_energy_ev": [2.80, 1.86], "spin_multiplicity": 6, "molar_mass_g_mol": 1255.62, "charge": -2}